The following is a DFT calculation (ωB97M-V/def2-TZVPD) of the molecule CHF3O3S in a non-equilibrium geometry.

Output
Molecular weight ... 150.077 u
E ... -26177.94862 eV
Max |F| ... 6.7 eV/Å
Relative energy (zero: lowest compared OMol25 entry of this formula, charge and spin) ... 0.0 kcal/mol

```
! wB97M-V def2-TZVPD RIJCOSX def2/J DEFGRID3
* xyz 0 3
S 1.628 3.282 0.390
F 0.862 3.849 -1.042
F -1.370 1.795 0.174
F -0.381 1.010 1.969
O -0.681 -0.260 0.167
O 2.967 3.097 0.042
O 0.801 1.552 0.215
C -0.317 1.017 0.612
H -0.034 -0.963 0.432
*
```

=====

The following is a DFT calculation (ωB97M-V/def2-TZVPD) of a cluster of 20 separate species, C58H141N9O31 in total in a non-equilibrium geometry.

Output
Molecular weight ... 1460.798 u
E ... -139304.59218 eV
Max |F| ... 5.1 eV/Å

```
! wB97M-V def2-TZVPD RIJCOSX def2/J DEFGRID3
* xyz -2 1
O -0.013 -2.363 1.131
O -6.272 -3.866 -5.246
O 0.043 1.496 -1.490
O -2.981 2.468 -5.319
O 3.296 -1.537 8.110
O 2.884 -2.890 4.200
O -0.855 2.095 5.223
O -5.676 3.093 3.123
O -2.583 -7.228 -0.211
O -0.265 -3.880 4.978
O -6.107 -2.666 0.402
O 1.346 -1.347 7.199
O 4.503 -2.801 -4.489
O 5.290 7.052 3.335
O 3.184 6.804 4.007
O 1.522 3.542 -4.976
O -0.477 -1.773 -3.752
O 3.629 -3.878 0.748
O 4.440 0.526 -2.175
O 4.754 -3.586 5.206
O -4.181 -8.495 0.657
O -3.947 3.642 -3.622
O 0.006 3.526 -0.593
O -4.755 -0.642 -2.684
O 2.752 6.551 -3.853
O 1.060 -2.554 -2.297
O -6.791 -4.650 0.865
O -1.091 6.583 2.697
O 4.464 2.645 -1.478
O -0.830 -5.367 6.342
O -5.884 1.139 4.030
N 1.742 -0.535 -0.301
N 1.393 -4.917 2.345
N -5.564 1.317 -4.497
N 0.587 0.760 -4.670
N 2.124 4.181 -2.308
N -1.421 -0.100 6.911
N 6.417 -1.236 -3.223
N -0.659 9.289 3.921
N -6.701 -4.268 -2.356
C -0.654 7.593 5.871
C 1.023 -6.555 0.456
C -5.684 1.833 3.038
C -2.549 -4.239 5.095
C 3.690 7.088 -4.760
C -4.495 -0.023 -6.254
C 2.866 -0.137 -4.911
C 2.494 2.499 -5.139
C -1.331 -2.786 1.394
C 1.751 -0.707 1.242
C 4.655 -4.351 1.693
C -4.072 -0.623 -3.867
C -2.985 3.277 -4.339
C -0.015 8.006 4.545
C 2.134 0.510 1.992
C 2.044 1.158 -4.456
C -6.155 -3.626 1.165
C 4.602 4.901 4.137
C 2.636 0.651 7.365
C -0.865 -3.794 -2.577
C -3.358 -7.564 0.741
C 2.354 5.607 -1.761
C -1.182 -4.469 5.577
C -5.294 -4.326 -3.060
C 2.883 -4.934 0.192
C -2.012 2.312 -0.647
C 6.131 -2.653 -2.799
C -5.321 1.234 1.653
C -0.992 5.437 1.920
C 0.193 2.972 4.741
C 3.390 -3.383 -5.179
C 2.857 5.333 -0.307
C 0.409 -1.205 1.729
C 2.390 -0.871 7.565
C -0.689 0.772 4.741
C 4.660 -2.987 -3.064
C 4.845 1.450 -1.445
C -1.660 3.921 -4.036
C 1.296 4.534 -6.038
C -3.118 -0.041 5.004
C 2.092 -5.795 1.249
C -6.059 -3.986 -6.658
C -1.714 -0.194 5.374
C -5.352 -4.703 -4.527
C 4.080 -2.728 4.563
C -4.408 -5.247 -2.100
C -5.260 -3.480 2.402
C -3.360 -6.784 1.999
C 5.671 0.950 -0.223
C 6.455 -2.870 -1.314
C 3.324 6.350 -2.602
C -3.923 -0.860 -1.499
C -0.525 2.477 -0.946
C -5.116 -0.091 -4.882
C 0.067 6.870 3.484
C -0.017 -2.593 -2.878
C 4.741 -1.375 4.316
C 4.320 6.348 3.744
H 0.124 3.256 3.691
H 1.741 1.141 6.983
H 7.533 -2.779 -1.178
H 5.220 4.786 5.027
H -4.967 -6.105 -1.725
H 3.585 7.314 -2.167
H 4.659 -4.048 -2.817
H 4.087 -0.568 3.983
H -2.409 -7.039 2.467
H 0.803 5.350 -5.511
H 0.300 0.377 4.972
H -0.666 5.957 1.019
H -3.451 0.287 -6.220
H -3.258 0.099 -3.813
H -4.708 1.850 -4.552
H -5.716 -5.719 -4.677
H 6.767 -3.381 -3.301
H 1.958 -4.081 2.388
H -7.124 -5.166 -2.545
H -6.004 1.591 0.883
H -4.333 -4.555 -4.885
H -0.271 10.104 4.374
H -0.059 1.349 -4.164
H -2.342 3.117 0.010
H -0.834 -4.123 -1.538
H 1.510 3.622 -1.733
H -7.269 -3.505 -2.694
H 7.292 -0.922 -2.828
H 0.622 -5.868 -0.289
H -2.715 -3.162 5.054
H 1.979 1.216 -3.369
H 1.832 4.169 -3.274
H -0.944 0.754 3.682
H -0.097 6.752 6.285
H 3.302 0.664 6.501
H -0.307 9.413 2.982
H 3.389 6.184 0.120
H 2.699 -6.464 1.859
H 5.224 0.065 0.230
H 3.530 -5.533 -0.448
H 2.609 -0.167 -0.666
H 0.378 -0.141 -4.264
H 1.418 1.330 1.936
H -1.927 -3.576 -2.691
H -3.527 -1.567 -3.910
H -3.392 0.009 3.950
H 5.453 1.707 0.530
H 0.621 4.217 -6.833
H -4.360 -1.032 -6.644
H 1.018 8.324 4.686
H -0.323 4.594 2.092
H 5.157 -0.782 5.130
H -1.594 -3.737 0.930
H -2.890 -0.525 -1.594
H -3.429 -5.579 -2.444
H 2.646 -0.981 -4.257
H 2.253 -4.553 -0.612
H 2.108 5.012 0.417
H 3.014 3.708 -2.240
H -1.072 0.810 7.177
H 1.236 -5.284 3.273
H -2.562 2.409 -1.583
H -0.584 -4.597 -3.258
H -4.175 -6.907 2.712
H -3.158 -5.735 1.778
H -1.669 9.275 3.912
H 3.119 0.935 1.797
H 2.745 -0.407 -5.960
H 5.269 -3.498 1.983
H -6.107 -5.038 -6.938
H -5.384 0.151 1.765
H -2.792 -4.566 4.084
H -3.932 -1.938 -1.338
H 3.318 -3.158 -6.243
H 1.658 -1.448 -0.725
H 2.471 -1.523 1.309
H -2.016 -2.044 0.984
H -5.573 -2.568 2.910
H 3.468 2.797 -4.751
H -3.415 -4.464 5.717
H -6.064 -0.628 -4.850
H 5.045 4.453 3.248
H -4.865 -3.325 -3.079
H 5.294 -5.180 1.390
H 0.459 0.637 -5.664
H -2.194 1.313 -0.251
H 0.999 0.036 -0.678
H 0.310 -6.942 1.184
H 4.128 -4.426 2.644
H -1.697 -2.785 2.421
H 2.488 -3.001 -4.701
H -4.209 -4.673 -1.195
H -1.649 7.151 5.821
H -2.267 -0.376 7.388
H -0.617 -0.614 7.240
H 4.583 6.471 -4.864
H 2.292 4.849 -6.351
H 5.347 -1.347 3.411
H 4.283 5.839 -2.687
H 6.003 -2.123 -0.662
H -1.401 4.467 -4.943
H -6.787 -3.393 -7.212
H -0.887 3.152 -3.999
H 0.503 -1.328 2.808
H -6.224 1.719 -5.147
H 4.113 8.054 -4.483
H 2.145 0.390 3.075
H 3.665 4.418 4.415
H -1.931 4.966 1.632
H 3.932 -0.091 -4.689
H 3.277 7.262 -5.754
H 0.094 3.816 5.424
H 2.958 1.180 8.261
H -5.068 -3.602 -6.899
H -1.800 4.665 -3.252
H -3.506 0.957 5.206
H -0.821 8.471 6.495
H 1.163 2.503 4.902
H 0.448 -4.650 2.111
H 3.658 4.595 -0.352
H 0.409 5.983 4.017
H 3.377 -4.458 -4.995
H 6.398 -1.094 -4.222
H -0.283 -0.370 1.613
H 3.971 -2.470 -2.397
H 2.662 2.310 -6.199
H 1.318 5.931 -1.661
H -5.445 -4.304 3.091
H -6.077 1.358 -3.628
H -4.190 -3.348 2.244
H 6.720 0.833 -0.494
H -3.821 -0.763 5.418
H -4.305 -0.451 -0.564
H -4.873 0.636 -7.035
H 1.513 -7.462 0.103
H -6.530 -4.100 -1.375
H 0.864 7.110 2.780
H 6.038 -3.858 -1.122
H -1.429 -1.204 5.077
H 5.708 -0.568 -2.956
H -4.259 1.315 1.424
*
```